Entry 1:
ORCA calculation (the ωB97M-V functional and the def2-TZVPD basis) on F16InN2O8P2S4 as an isolated structure in a non-equilibrium geometry.

Results
- Frontier orbital gap (alpha / beta): 9.25 / 4.35 eV
- ⟨S²⟩: 0.76
- 2S+1: 2
- HOMO (alpha / beta): -6.4 / -6.1 eV
- LUMO (alpha / beta): 0.106 / -0.065 hartree
- Largest force on an atom: 0.3203 Eh/bohr
- Net charge: -2

Geometry as XYZ:
```
33
F16InN2O8P2S4 the ωB97M-V functional and the def2-TZVPD basis
In 0.126 -0.933 0.584
P -2.140 0.628 -2.058
F -2.634 2.165 -1.995
F -3.615 -0.051 -2.078
F -2.020 0.553 -3.673
F -1.577 -0.846 -1.838
F -0.541 0.947 -1.901
F -2.053 0.538 -0.343
P 1.609 2.713 0.260
F 1.406 3.178 -1.288
F 1.836 1.184 -0.337
F 3.152 3.187 0.065
F 2.019 2.087 1.671
F 1.457 4.223 0.895
F -0.020 2.304 0.339
N 1.040 -2.268 -1.794
S 2.256 -2.399 -2.796
O 2.031 -1.857 -4.141
O 3.175 -3.496 -2.617
F 3.024 -1.269 -2.062
S 0.256 -3.592 -2.491
O 0.727 -4.941 -2.103
O -0.267 -3.489 -3.885
F -1.077 -3.273 -1.629
N -0.588 0.216 2.975
S -0.185 -0.095 4.335
O -0.813 -1.219 5.035
O 0.550 0.847 5.187
F 1.098 -0.985 3.920
S -1.731 1.234 3.577
O -1.262 2.608 3.790
O -2.870 0.715 4.332
F -2.369 1.387 2.063
```

---

Entry 2:
ORCA calculation (the ωB97M-V functional and the def2-TZVPD basis) on F16K4N8O32S16 as an isolated structure in a non-equilibrium geometry.

Results
- Frontier orbital gap: 4.80 eV
- 2S+1: 1
- HOMO: -0.6 eV
- LUMO: 0.156 hartree
- Largest force on an atom: 0.0989 Eh/bohr
- Net charge: -4

Geometry as XYZ:
```
76
F16K4N8O32S16 the ωB97M-V functional and the def2-TZVPD basis
K 0.954 -0.702 5.170
K -0.854 2.469 -1.479
K -2.003 -3.617 2.801
K -4.651 -1.035 0.782
N -2.905 4.419 1.988
S -2.740 5.427 0.720
O -3.801 6.317 0.377
O -1.958 4.888 -0.343
F -1.701 6.421 1.404
S -3.797 3.260 1.385
O -3.131 2.285 0.595
O -5.120 3.601 0.966
F -4.029 2.472 2.775
N 1.495 3.761 2.315
S 2.303 2.390 2.646
O 3.423 1.997 1.878
O 1.446 1.336 3.081
F 2.955 2.915 4.034
S 1.894 3.999 0.783
O 1.564 2.913 -0.082
O 3.020 4.837 0.574
F 0.650 4.940 0.388
N -1.190 -1.649 6.436
S -2.019 -2.942 6.813
O -2.276 -3.963 5.837
O -3.044 -2.737 7.777
F -0.836 -3.616 7.658
S -2.416 -0.638 5.843
O -3.266 -0.143 6.859
O -3.001 -0.975 4.589
F -1.423 0.548 5.562
N -2.271 1.348 -3.744
S -3.225 0.186 -3.261
O -4.527 0.045 -3.878
O -3.301 0.128 -1.824
F -2.527 -1.077 -3.854
S -3.470 2.515 -3.610
O -4.147 2.800 -2.387
O -4.073 2.855 -4.856
F -2.334 3.654 -3.447
N -1.962 -1.549 0.688
S -0.801 -1.780 -0.353
O 0.364 -2.268 0.309
O -0.632 -0.716 -1.258
F -1.410 -3.005 -1.104
S -1.129 -0.316 1.603
O -0.693 0.881 1.002
O -0.423 -0.763 2.782
F -2.474 0.283 2.266
N 1.215 -5.424 -3.672
S 2.162 -4.285 -3.060
O 1.518 -3.388 -2.150
O 3.180 -3.868 -3.966
F 3.008 -5.204 -2.043
S 0.016 -4.530 -4.332
O 0.487 -3.537 -5.221
O -1.135 -4.336 -3.529
F -0.541 -5.718 -5.292
N 2.043 1.093 -5.550
S 1.908 0.855 -3.917
O 1.153 1.897 -3.296
O 3.010 0.279 -3.243
F 0.864 -0.324 -4.027
S 3.523 1.735 -5.635
O 4.587 0.795 -5.719
O 3.687 2.961 -4.921
F 3.381 2.266 -7.167
N 5.027 -2.017 1.901
S 5.655 -3.144 0.868
O 6.204 -2.712 -0.364
O 5.112 -4.463 0.964
F 6.979 -3.310 1.813
S 3.481 -2.146 1.550
O 2.824 -3.176 2.316
O 3.129 -1.914 0.196
F 3.015 -0.789 2.293
```

---

Entry 3:
ORCA calculation (the ωB97M-V functional and the def2-TZVPD basis) on F18InNO3P3 as an isolated structure in a non-equilibrium geometry.

Results
- Frontier orbital gap: 3.89 eV
- Energy relative to the best compared isomer or geometry (same formula, charge and spin): 0.9011 eV
- 2S+1: 1
- HOMO: -9.8 eV
- LUMO: -0.215 hartree
- Largest force on an atom: 0.0725 Eh/bohr
- Net charge: -1

Geometry as XYZ:
```
26
F18InNO3P3 the ωB97M-V functional and the def2-TZVPD basis
In 0.924 0.649 -0.204
N -0.254 -2.216 1.568
O 0.910 -1.958 1.754
O -0.723 -3.189 2.129
O -0.939 -1.353 1.001
P 0.499 2.134 3.197
F -0.339 3.456 3.626
F -0.071 1.203 4.417
F -0.682 1.543 2.246
F 1.485 1.008 2.667
F 1.053 3.007 1.928
F 1.726 2.778 4.125
P 1.717 -2.557 -2.236
F 2.476 -1.451 -1.258
F 1.892 -3.705 -1.097
F 0.365 -2.096 -1.535
F 0.904 -3.579 -3.178
F 1.324 -1.350 -3.357
F 3.113 -2.839 -3.075
P -2.204 1.514 -1.858
F -1.833 0.016 -1.271
F -1.575 2.063 -0.458
F -0.741 1.618 -2.514
F -2.625 3.037 -2.378
F -2.766 0.832 -3.197
F -3.634 1.437 -1.040
```

---

Entry 4:
ORCA calculation (the ωB97M-V functional and the def2-TZVPD basis) on F18K4N9O36S18 as an isolated structure in a non-equilibrium geometry.

Results
- Frontier orbital gap: 5.99 eV
- Energy relative to the best compared isomer or geometry (same formula, charge and spin): 0.0000 eV
- 2S+1: 1
- HOMO: 0.4 eV
- LUMO: 0.234 hartree
- Largest force on an atom: 0.1499 Eh/bohr
- Net charge: -5

Geometry as XYZ:
```
85
F18K4N9O36S18 the ωB97M-V functional and the def2-TZVPD basis
K -4.197 0.775 -3.009
K -2.786 -3.683 0.758
K 1.174 3.306 0.409
K 2.022 -0.285 -2.696
N -2.179 -3.833 -4.237
S -1.425 -3.269 -5.628
O -0.015 -3.466 -5.708
O -2.008 -2.118 -6.244
F -2.039 -4.424 -6.570
S -1.882 -2.594 -3.318
O -2.947 -1.628 -3.220
O -0.534 -2.132 -3.163
F -2.079 -3.298 -1.871
N 6.068 0.678 -3.130
S 5.873 0.021 -1.607
O 4.506 -0.075 -1.203
O 6.950 0.251 -0.714
F 6.183 -1.483 -2.059
S 5.537 2.110 -2.843
O 6.227 2.904 -1.859
O 4.111 2.331 -2.917
F 6.035 2.770 -4.240
N 5.914 -4.648 -0.131
S 5.302 -3.632 0.861
O 6.090 -2.490 1.202
O 4.504 -4.228 1.899
F 4.167 -3.078 -0.136
S 6.923 -5.575 0.785
O 6.744 -6.984 0.574
O 7.176 -5.217 2.142
F 8.296 -5.243 0.027
N -6.249 -0.090 -1.241
S -5.710 -0.541 0.199
O -4.341 -0.978 0.267
O -6.641 -1.058 1.146
F -5.452 0.934 0.740
S -6.502 -1.769 -1.612
O -7.810 -2.220 -1.240
O -5.420 -2.710 -1.625
F -6.672 -1.493 -3.174
N 1.990 -1.146 5.929
S 2.938 -0.286 4.990
O 4.326 -0.645 5.050
O 2.544 1.062 4.697
F 2.454 -1.032 3.632
S 2.343 -0.488 7.419
O 2.502 0.932 7.517
O 3.136 -1.296 8.310
F 0.854 -0.784 7.955
N -3.882 4.153 1.413
S -3.343 4.049 -0.056
O -3.543 5.188 -0.924
O -3.449 2.731 -0.627
F -1.737 4.193 0.133
S -5.486 4.514 1.010
O -6.143 3.628 0.104
O -5.707 5.927 0.896
F -6.088 4.191 2.440
N 1.098 1.429 -4.542
S -0.253 2.090 -3.846
O -0.049 2.928 -2.710
O -1.466 1.336 -3.981
F -0.388 3.253 -4.946
S 0.671 0.690 -5.813
O -0.401 1.201 -6.616
O 0.890 -0.730 -5.812
F 2.006 1.199 -6.583
N -2.440 2.708 4.292
S -2.884 2.454 5.860
O -2.683 3.510 6.811
O -2.785 1.096 6.295
F -4.465 2.634 5.537
S -0.955 2.171 4.355
O -0.833 0.753 4.236
O -0.069 2.869 5.246
F -0.457 2.640 2.892
N 0.301 0.468 -0.422
S 0.936 -0.129 1.054
O 0.327 -1.230 1.717
O 1.492 0.899 1.862
F 2.223 -0.794 0.362
S -1.187 0.024 -0.087
O -1.838 0.677 0.999
O -1.459 -1.378 -0.263
F -1.956 0.503 -1.398
```